# 1
{
  "formula": "C3H4O",
  "method": "ωB97M-V with the def2-TZVPD basis set",
  "symbols": ["C", "C", "C", "O", "H", "H", "H", "H"],
  "coordinates": [[1.0931, -0.6191, 0.0345], [0.2484, 0.4281, -0.0587], [-1.2166, 0.2942, 0.0594], [-1.8194, -0.7687, -0.0713], [2.1353, -0.4713, -0.1420], [0.7428, -1.6615, 0.1606], [0.5847, 1.5018, -0.1689], [-1.7684, 1.2965, 0.1864]],
  "e_above_lowest_kcal_mol": 4.75,
  "homo_lumo_gap_ev": 9.98,
  "smiles": "C=CC=O",
  "charge": 0,
  "lumo_energy_ev": -0.083,
  "homo_ev": -10.066
}

=====

# 2
{
  "formula": "C8H10NS",
  "method": "ωB97M-V with the def2-TZVPD basis set",
  "symbols": ["C", "C", "C", "C", "C", "C", "C", "C", "N", "S", "H", "H", "H", "H", "H", "H", "H", "H", "H", "H"],
  "coordinates": [[-2.7458, -0.8315, -0.4461], [-2.0524, -1.9326, 0.0508], [-1.9776, 0.3038, -0.7245], [-0.7100, -1.9213, 0.3658], [-0.5664, 0.3310, -0.4536], [0.0618, -0.7193, 0.1967], [0.2106, 1.6230, -0.3930], [1.4857, -0.6382, 0.5230], [1.5052, 1.3880, 0.1951], [2.5452, -1.4082, -0.5851], [-3.7865, -0.9385, -0.5671], [-2.7249, -2.8285, 0.2397], [-2.5599, 1.1008, -1.0038], [-0.2184, -2.8160, 0.8206], [0.1819, 1.9252, -1.4890], [-0.5382, 2.3688, 0.0573], [1.6733, -0.5140, 1.5171], [2.3617, 1.7049, -0.2473], [1.3926, 1.7443, 1.1338], [3.7900, -0.9653, 0.0350]],
  "e_above_lowest_kcal_mol": 27.71,
  "homo_lumo_gap_ev": 8.59,
  "charge": 1,
  "lumo_energy_ev": -4.337,
  "homo_ev": -12.927
}

=====

# 3
{
  "formula": "C54H90BBr2NO36S7",
  "method": "ωB97M-V with the def2-TZVPD basis set",
  "symbols": ["C", "C", "C", "C", "C", "C", "N", "O", "C", "C", "C", "H", "H", "H", "H", "H", "H", "H", "H", "H", "H", "H", "H", "H", "H", "H", "H", "H", "H", "O", "C", "O", "B", "O", "C", "O", "O", "C", "O", "C", "O", "O", "Br", "C", "C", "Br", "H", "H", "H", "H", "O", "S", "O", "O", "C", "C", "C", "H", "H", "H", "H", "H", "H", "H", "H", "O", "S", "O", "O", "C", "C", "C", "H", "H", "H", "H", "H", "H", "H", "H", "O", "S", "O", "O", "C", "C", "C", "H", "H", "H", "H", "H", "H", "H", "H", "O", "S", "O", "O", "C", "C", "C", "H", "H", "H", "H", "H", "H", "H", "H", "O", "S", "O", "O", "C", "C", "C", "H", "H", "H", "H", "H", "H", "H", "H", "O", "S", "O", "O", "C", "C", "C", "H", "H", "H", "H", "H", "H", "H", "H", "O", "S", "O", "O", "C", "C", "C", "H", "H", "H", "H", "H", "H", "H", "H", "C", "C", "C", "O", "C", "C", "C", "O", "H", "H", "H", "H", "C", "C", "C", "O", "C", "C", "C", "O", "H", "H", "H", "H", "C", "C", "C", "O", "C", "C", "C", "O", "H", "H", "H", "H"],
  "coordinates": [[2.0070, 1.2881, 0.7513], [1.2955, -0.0454, 0.3044], [1.1830, -0.8920, 1.5597], [0.0465, -0.5024, 2.4275], [-1.3679, -0.3940, 1.6598], [-1.3071, 0.5818, 0.4622], [-0.0477, 0.3094, -0.3626], [0.0503, 0.7804, -1.6603], [-1.4289, 2.0601, 0.9931], [-2.5212, 0.1739, -0.4717], [2.1867, -0.8655, -0.6829], [1.2228, 2.0220, 0.9372], [2.7248, 1.7229, 0.0557], [2.6268, 1.1345, 1.6346], [2.1646, -0.9491, 2.0302], [0.9292, -1.9041, 1.2445], [0.1584, 0.5325, 2.7509], [0.0499, -1.1368, 3.3138], [-2.2318, -0.2189, 2.3010], [-1.5477, -1.4219, 1.3449], [-2.2806, 2.2588, 1.6437], [-1.5460, 2.7740, 0.1777], [-0.5966, 2.4399, 1.5856], [-2.3776, 0.8388, -1.3233], [-3.3736, 0.6399, 0.0226], [-2.6205, -0.8784, -0.7382], [1.7255, -1.7915, -1.0260], [3.1949, -1.1899, -0.4253], [2.3451, -0.3381, -1.6235], [6.4172, 5.9686, 4.6603], [5.6561, 5.9393, 5.6169], [5.3925, 4.8699, 6.2684], [4.5154, 5.1155, 7.4377], [4.2086, 6.5404, 7.3487], [4.8136, 7.0521, 6.2890], [4.7733, 8.1791, 5.8325], [3.3278, 4.3099, 7.1869], [2.9903, 3.5771, 8.2286], [1.9407, 2.9378, 8.4283], [4.1460, 3.8029, 9.2899], [4.9071, 4.7200, 8.8030], [4.0954, 3.3548, 10.3373], [-1.2525, 12.9781, 2.8500], [-0.6227, 11.1895, 3.4253], [-1.7235, 10.5408, 4.1877], [-1.1257, 8.7946, 4.9714], [0.2048, 11.2289, 4.1337], [-0.2994, 10.6406, 2.5408], [-2.6923, 10.3597, 3.7220], [-2.1446, 11.1713, 4.9709], [9.7151, 2.8354, -4.0344], [10.0779, 2.4082, -5.3648], [9.4235, 1.2551, -6.0302], [9.9257, 3.7275, -6.3770], [10.1077, 3.4793, -7.8209], [11.5447, 4.0109, -8.1975], [11.8751, 2.1515, -5.5224], [9.3040, 4.0830, -8.2425], [10.0610, 2.4278, -8.1044], [12.4938, 3.5477, -7.9280], [11.8206, 5.0511, -8.0242], [11.4424, 3.9955, -9.2825], [12.1043, 1.6985, -6.4869], [11.9990, 1.4247, -4.7197], [12.4129, 3.0648, -5.2682], [-9.3731, -3.6432, -6.1121], [-10.4433, -3.5337, -5.1333], [-11.3577, -2.4278, -5.0567], [-11.4790, -4.8461, -5.2713], [-11.0183, -5.9011, -6.0960], [-12.3516, -6.7626, -6.1968], [-9.8448, -4.1655, -3.5116], [-10.2183, -6.4426, -5.5911], [-10.6197, -5.6110, -7.0681], [-12.2742, -7.6566, -6.8154], [-13.2274, -6.3578, -6.7040], [-12.5746, -7.1360, -5.1973], [-9.4362, -3.3289, -2.9449], [-9.2444, -5.0572, -3.6918], [-10.7321, -4.5751, -3.0288], [2.6403, 8.2105, -5.0377], [2.9502, 7.0860, -4.1371], [2.1109, 6.7285, -2.9553], [3.2632, 5.7068, -5.0393], [3.8201, 5.7357, -6.3684], [2.5726, 5.7757, -7.2128], [4.6129, 7.3849, -3.4445], [4.2688, 4.7604, -6.5573], [4.4137, 6.6326, -6.5452], [2.6677, 5.5088, -8.2653], [2.0536, 6.7318, -7.1450], [1.8662, 4.9624, -7.0463], [5.3832, 7.4974, -4.2075], [4.9061, 6.5871, -2.7621], [4.5592, 8.2371, -2.7670], [-1.2678, -7.2578, -3.2565], [-2.3789, -8.1077, -2.8508], [-3.4813, -7.4728, -2.2040], [-2.8818, -9.0129, -4.2075], [-4.0907, -9.7326, -4.0635], [-4.3023, -10.5460, -5.3310], [-1.8336, -9.6592, -1.8452], [-4.8245, -8.9742, -3.7907], [-4.0844, -10.5835, -3.3824], [-3.3687, -11.0527, -5.5753], [-4.6184, -10.0919, -6.2701], [-5.0632, -11.3196, -5.2270], [-2.0310, -10.6144, -2.3316], [-2.2344, -9.6017, -0.8332], [-0.7566, -9.5951, -2.0006], [1.0254, -6.1645, 11.7356], [1.3014, -4.7825, 12.2103], [0.2185, -3.8651, 12.6525], [2.5326, -4.8384, 13.3752], [3.8358, -5.2737, 13.0753], [4.7296, -4.1875, 13.7070], [2.3603, -3.9228, 10.8883], [4.0045, -5.3972, 12.0055], [4.1059, -6.1915, 13.5976], [5.7980, -4.3830, 13.6156], [4.5855, -4.1674, 14.7873], [4.4199, -3.2618, 13.2218], [2.8135, -4.7020, 10.2755], [3.0226, -3.1573, 11.2927], [1.5931, -3.4664, 10.2628], [-7.2472, 7.8157, -2.0628], [-6.4673, 8.1989, -3.2722], [-5.4799, 7.3109, -3.8770], [-7.4074, 8.9688, -4.4574], [-6.8425, 9.3459, -5.7288], [-7.7701, 10.4326, -6.3529], [-5.4716, 9.7248, -2.8032], [-6.5774, 8.5580, -6.4337], [-5.8390, 9.7469, -5.5858], [-8.7525, 10.3334, -5.8912], [-7.9470, 10.4232, -7.4284], [-7.3814, 11.3599, -5.9321], [-4.7748, 9.9309, -3.6156], [-5.0176, 9.4552, -1.8496], [-6.0848, 10.6246, -2.7547], [-9.5300, 4.4500, -10.9043], [-9.0138, 3.1582, -10.4201], [-8.2676, 2.2164, -11.2667], [-8.2915, 3.4887, -8.9438], [-7.3463, 2.5662, -8.2597], [-5.9544, 3.0078, -8.5572], [-10.3704, 2.2718, -9.5497], [-7.5182, 1.6087, -8.7514], [-7.5664, 2.5104, -7.1936], [-5.8048, 4.0853, -8.4881], [-5.7312, 2.8173, -9.6069], [-5.2929, 2.6698, -7.7595], [-10.0016, 1.3451, -9.1101], [-11.0338, 2.0379, -10.3824], [-10.8399, 2.9947, -8.8825], [10.7022, 1.4102, 2.3490], [11.7953, 2.2504, 2.3952], [13.1158, 1.8457, 2.0606], [14.1300, 2.5241, 2.0359], [13.1705, 0.4545, 1.6941], [12.0949, -0.4293, 1.7204], [10.7160, -0.0199, 2.0219], [9.6943, -0.6865, 1.9556], [9.7389, 1.8428, 2.5756], [11.7536, 3.3072, 2.6137], [14.1104, -0.0080, 1.4310], [12.2057, -1.4966, 1.5984], [4.5024, -8.3354, 6.3570], [5.0215, -8.8738, 7.4106], [4.5447, -10.0798, 8.1479], [5.1469, -10.6767, 9.0295], [3.2486, -10.5013, 7.5853], [2.6764, -10.0032, 6.5187], [3.2131, -8.7954, 5.8032], [2.6896, -8.2214, 4.8878], [5.0330, -7.4917, 5.9409], [5.9115, -8.5016, 7.8960], [2.9166, -11.4564, 7.9646], [1.7436, -10.4218, 6.1711], [-4.6009, -8.3976, 7.3560], [-5.6788, -9.2007, 7.2177], [-6.8665, -8.7767, 6.3661], [-7.8891, -9.4533, 6.4051], [-6.7202, -7.4994, 5.6414], [-5.5797, -6.7529, 5.8328], [-4.4273, -7.0818, 6.6978], [-3.5091, -6.2315, 6.8634], [-3.7465, -8.7857, 7.8907], [-5.7781, -10.1707, 7.6823], [-7.5453, -7.0944, 5.0743], [-5.4340, -5.8282, 5.2940]],
  "homo_lumo_gap_ev": 2.51,
  "charge": 0,
  "lumo_energy_ev": -5.739,
  "homo_ev": -8.247
}